Record 1
{
  "formula": "C14H17F3NO7S2",
  "method": "wB97M-V/def2-TZVPD",
  "symbols": ["C", "O", "C", "C", "O", "O", "C", "C", "O", "O", "C", "H", "H", "H", "H", "H", "H", "H", "H", "H", "C", "N", "S", "C", "F", "F", "F", "S", "C", "C", "C", "C", "C", "C", "O", "O", "H", "H", "H", "H", "H", "H", "H", "H"],
  "coordinates": [[-3.020, 1.239, 2.473], [-2.144, 1.101, 1.290], [-0.944, 0.465, 1.539], [-1.008, -0.891, 2.230], [-0.029, -1.545, 2.535], [-2.296, -1.248, 2.457], [-2.483, -2.474, 3.133], [-0.096, 1.331, 2.443], [0.652, 0.964, 3.326], [-0.200, 2.640, 2.154], [0.321, 3.450, 3.217], [-4.084, 1.140, 2.202], [-2.750, 0.451, 3.144], [-2.781, 2.234, 2.847], [-3.555, -2.623, 3.201], [-2.045, -3.317, 2.598], [-2.046, -2.426, 4.130], [0.074, 4.480, 2.922], [-0.192, 3.169, 4.163], [1.418, 3.306, 3.342], [2.626, 1.183, -2.077], [2.325, -0.129, -2.613], [1.080, -0.414, -3.818], [1.050, 0.742, -5.451], [1.471, 0.020, -6.515], [-0.250, 1.122, -5.646], [1.845, 1.848, -5.356], [2.947, -1.522, -1.849], [1.282, -2.196, -1.476], [1.038, -1.664, -0.186], [0.045, -0.690, -0.106], [-1.103, -0.851, -0.878], [-1.021, -1.604, -2.053], [0.166, -2.320, -2.390], [3.650, -2.331, -2.805], [3.637, -1.001, -0.670], [2.110, 1.910, -2.718], [2.320, 1.359, -1.016], [3.721, 1.400, -2.186], [1.746, -1.828, 0.636], [0.193, 0.292, 0.467], [-1.980, -0.269, -0.554], [-1.855, -1.574, -2.770], [0.164, -2.928, -3.316]],
  "lumo_energy_ev": 2.659,
  "homo_lumo_gap_ev": 5.44,
  "charge": -1,
  "multiplicity": 1
}

***

Record 2
{
  "formula": "C4H12N2O",
  "method": "wB97M-V/def2-TZVPD",
  "symbols": ["C", "C", "C", "N", "N", "C", "O", "H", "H", "H", "H", "H", "H", "H", "H", "H", "H", "H", "H"],
  "coordinates": [[-0.502, 1.797, 0.052], [0.175, 0.443, 0.244], [1.573, 0.409, -0.382], [2.305, -0.776, 0.042], [-0.666, -0.630, -0.315], [-2.044, -1.197, 0.545], [-1.661, -2.436, 0.641], [-0.575, 2.048, -1.008], [-1.507, 1.784, 0.470], [0.068, 2.581, 0.549], [0.279, 0.222, 1.309], [1.474, 0.514, -1.477], [2.122, 1.284, -0.027], [1.893, -1.626, -0.328], [3.268, -0.742, -0.267], [-0.414, -1.706, -0.074], [-0.875, -0.471, -1.298], [-2.884, -0.938, -0.124], [-2.028, -0.560, 1.447]],
  "smiles": "C[C@H](CN)[NH2+]C[O-]",
  "lumo_energy_ev": 0.746,
  "homo_lumo_gap_ev": 9.14,
  "charge": 0,
  "multiplicity": 1
}

***

Record 3
{
  "formula": "C3H9NO2S",
  "method": "wB97M-V/def2-TZVPD",
  "symbols": ["C", "C", "S", "N", "C", "O", "H", "H", "H", "H", "H", "H", "H", "H", "H", "O"],
  "coordinates": [[1.105, 0.538, -0.258], [2.306, 0.177, 0.691], [3.899, 0.910, 0.102], [0.009, -0.116, 0.394], [-1.527, 0.197, 0.712], [-2.490, -0.704, 0.404], [0.929, 1.735, -0.339], [1.282, 0.102, -1.259], [2.395, -1.012, 0.571], [1.932, 0.328, 1.822], [0.177, -1.146, 0.434], [-1.603, 1.218, 0.226], [-1.508, 0.486, 1.737], [-2.014, -1.082, -1.039], [-2.845, -0.569, -2.169], [-2.046, -1.062, -2.031]],
  "lumo_energy_ev": 6.099,
  "homo_lumo_gap_ev": 5.63,
  "charge": -2,
  "multiplicity": 1
}

***

Record 4
{
  "formula": "C25H52O9",
  "method": "wB97M-V/def2-TZVPD",
  "symbols": ["C", "C", "C", "O", "H", "H", "H", "H", "H", "H", "C", "C", "C", "O", "H", "H", "H", "H", "H", "H", "C", "C", "C", "O", "H", "H", "H", "H", "H", "H", "C", "C", "C", "O", "H", "H", "H", "H", "H", "H", "C", "C", "C", "O", "H", "H", "H", "H", "H", "H", "C", "C", "C", "O", "H", "H", "H", "H", "H", "H", "C", "C", "C", "O", "H", "H", "H", "H", "H", "H", "C", "C", "C", "O", "H", "H", "H", "H", "H", "H", "C", "O", "H", "H", "H", "H"],
  "coordinates": [[-3.863, -5.226, -0.499], [-4.872, -6.243, -0.914], [-6.169, -5.739, -1.399], [-4.666, -7.446, -0.905], [-2.968, -5.648, -0.043], [-4.264, -4.392, 0.077], [-3.443, -4.699, -1.355], [-6.349, -6.091, -2.414], [-6.332, -4.665, -1.308], [-6.926, -6.073, -0.690], [8.951, -0.919, -0.723], [7.577, -1.100, -1.294], [6.499, -0.513, -0.451], [7.367, -1.719, -2.352], [9.269, 0.066, -1.067], [9.626, -1.746, -0.941], [8.906, -0.800, 0.360], [5.523, -0.805, -0.838], [6.595, 0.572, -0.481], [6.629, -0.927, 0.549], [-2.210, 5.063, 4.809], [-1.372, 4.302, 5.791], [-0.864, 5.031, 6.987], [-1.129, 3.126, 5.567], [-2.532, 4.456, 3.963], [-1.818, 5.986, 4.382], [-3.085, 5.486, 5.302], [-0.216, 5.847, 6.667], [-0.171, 4.456, 7.601], [-1.645, 5.525, 7.564], [-6.973, 1.246, 2.180], [-7.063, 1.743, 0.763], [-8.061, 1.011, -0.143], [-6.478, 2.731, 0.287], [-6.585, 0.228, 2.136], [-8.006, 1.299, 2.524], [-6.431, 1.972, 2.786], [-9.032, 1.192, 0.318], [-7.933, -0.071, -0.146], [-7.960, 1.525, -1.098], [2.909, 1.456, -4.956], [4.240, 1.486, -5.703], [4.248, 0.575, -6.904], [5.237, 2.125, -5.335], [2.106, 1.829, -5.592], [2.967, 2.112, -4.087], [2.715, 0.438, -4.620], [5.232, 0.444, -7.354], [3.635, 1.092, -7.642], [3.742, -0.384, -6.794], [4.835, 5.026, 2.441], [4.171, 5.937, 1.442], [4.850, 6.160, 0.078], [3.134, 6.538, 1.691], [4.442, 5.183, 3.445], [5.894, 5.280, 2.386], [4.735, 3.988, 2.122], [5.586, 6.942, 0.268], [4.125, 6.498, -0.661], [5.290, 5.231, -0.286], [-3.573, -0.220, -4.875], [-4.424, -1.042, -5.835], [-3.647, -2.184, -6.476], [-5.607, -0.830, -5.899], [-4.248, 0.326, -4.216], [-2.937, 0.486, -5.409], [-2.895, -0.896, -4.353], [-2.698, -1.830, -6.880], [-4.356, -2.650, -7.160], [-3.439, -2.920, -5.700], [1.887, -4.582, 4.176], [1.356, -5.799, 4.974], [1.969, -7.081, 4.497], [0.643, -5.712, 6.014], [2.947, -4.370, 4.310], [1.332, -3.759, 4.627], [1.700, -4.679, 3.106], [1.590, -7.866, 5.152], [3.058, -7.112, 4.539], [1.734, -7.362, 3.470], [-0.547, 0.533, 0.778], [0.668, 0.773, 1.480], [-0.837, 1.473, 0.309], [-0.441, -0.344, 0.139], [-1.367, 0.354, 1.472], [0.511, 1.295, 2.270]],
  "smiles": "CC(C)=O.CC(C)=O.CC(C)=O.CC(C)=O.CC(C)=O.CC(C)=O.CC(C)=O.CC(C)=O.CO",
  "lumo_energy_ev": -0.034,
  "homo_lumo_gap_ev": 9.58,
  "charge": 0,
  "multiplicity": 1
}

***

Record 5
{
  "formula": "C41H34BCl2F4IN2OPSc",
  "method": "wB97M-V/def2-TZVPD",
  "symbols": ["Sc", "I", "C", "C", "C", "C", "C", "C", "C", "C", "C", "C", "H", "H", "H", "H", "H", "H", "C", "C", "C", "C", "N", "C", "C", "C", "C", "C", "C", "N", "H", "H", "H", "H", "H", "H", "H", "H", "Cl", "C", "Cl", "H", "H", "C", "C", "C", "C", "C", "C", "P", "C", "C", "C", "C", "C", "C", "C", "C", "C", "C", "C", "C", "H", "H", "H", "H", "H", "H", "H", "H", "H", "H", "H", "H", "H", "H", "H", "F", "B", "F", "F", "F", "C", "C", "O", "H", "H", "H"],
  "coordinates": [[-1.235, -0.372, -0.334], [0.647, -1.145, 2.225], [0.144, 0.727, 3.050], [0.786, 1.030, 4.216], [0.480, 2.230, 4.889], [-0.469, 3.061, 4.373], [-1.133, 2.753, 3.159], [-2.124, 3.637, 2.657], [-2.769, 3.352, 1.496], [-2.433, 2.183, 0.775], [-1.479, 1.276, 1.185], [-0.828, 1.563, 2.434], [1.522, 0.352, 4.627], [0.990, 2.472, 5.813], [-0.739, 3.980, 4.883], [-2.350, 4.536, 3.222], [-3.532, 4.017, 1.108], [-2.968, 2.030, -0.157], [-3.403, -2.312, 3.024], [-2.927, -3.605, 3.310], [-2.049, -4.199, 2.455], [-1.603, -3.533, 1.276], [-2.126, -2.302, 0.978], [-2.974, -1.733, 1.869], [-0.557, -4.108, 0.505], [0.250, -5.219, 0.895], [1.562, -5.269, 0.559], [2.150, -4.134, -0.116], [1.380, -3.163, -0.626], [-0.023, -3.327, -0.560], [-4.081, -1.787, 3.682], [-3.234, -4.114, 4.215], [-1.647, -5.173, 2.691], [-3.324, -0.739, 1.614], [-0.172, -6.003, 1.512], [2.180, -6.107, 0.850], [3.225, -4.063, -0.220], [1.734, -2.332, -1.218], [-6.101, 1.075, -0.647], [-6.107, -0.607, -0.114], [-4.739, -1.515, -0.776], [-7.017, -1.079, -0.459], [-6.029, -0.624, 0.965], [3.351, -0.326, -5.159], [2.209, 0.452, -5.025], [1.668, 0.692, -3.773], [2.280, 0.183, -2.623], [3.393, -0.640, -2.772], [3.929, -0.885, -4.031], [1.487, 0.627, -1.016], [2.826, 0.702, 0.241], [2.965, 1.827, 1.055], [3.961, 1.884, 2.022], [4.827, 0.816, 2.198], [4.647, -0.339, 1.449], [3.635, -0.404, 0.505], [1.246, 2.418, -1.364], [-0.040, 2.911, -1.538], [-0.263, 4.243, -1.871], [0.814, 5.101, -2.007], [2.110, 4.619, -1.847], [2.326, 3.286, -1.547], [3.785, -0.498, -6.136], [1.730, 0.873, -5.901], [0.762, 1.279, -3.694], [3.880, -1.084, -1.917], [4.801, -1.520, -4.124], [2.286, 2.662, 0.944], [4.054, 2.769, 2.639], [5.626, 0.875, 2.927], [5.285, -1.199, 1.614], [3.450, -1.348, 0.010], [-0.890, 2.258, -1.438], [-1.278, 4.585, -2.029], [0.649, 6.144, -2.249], [2.957, 5.283, -1.969], [3.341, 2.916, -1.457], [-2.484, 0.357, -1.675], [-2.812, 1.169, -3.039], [-3.107, 2.427, -2.579], [-3.853, 0.485, -3.574], [-1.630, 1.082, -3.728], [-2.115, -3.406, -1.811], [-0.862, -2.717, -1.383], [-0.556, -1.544, -1.819], [-2.514, -2.867, -2.670], [-2.875, -3.426, -1.032], [-1.880, -4.434, -2.090]],
  "lumo_energy_ev": -0.172,
  "homo_lumo_gap_ev": 6.30,
  "charge": 0,
  "multiplicity": 1
}

***

For reference, ΔE to the lowest compared entry with this formula, charge and spin by record: 49.3 62.8 42.4 31.0 39.7 kcal/mol.